i.
This record from the Open Molecules 2025 dataset describes a cluster of 2 separate species, C4H9NS in total. The level of theory is ωB97M-V/def2-TZVPD.

Calculated values
Kohn-Sham gap (alpha / beta): 0.234 / 0.298 Ha
M: 103.190 g/mol
lowest unoccupied orbital energy (alpha / beta): 0.811 / -1.699 eV

```
! RIJCOSX wB97M-V def2-TZVPD def2/J DEFGRID3
* xyz 0 3
S 2.7620 -0.5501 -0.5169
N 2.1194 0.1755 0.8065
C 0.1819 0.7242 0.6225
C -0.2332 1.1648 -0.7865
C -0.5592 -0.2415 -0.1899
C -1.8817 -0.8163 0.1416
H -1.6624 -1.4937 0.9272
H -0.0449 -1.1290 -0.6565
H 2.9661 -1.6926 0.0089
H 0.3792 1.0386 -1.6404
H -0.1219 1.2709 1.6112
H 2.2244 1.2173 0.6052
H -1.1129 1.8279 -0.8799
H -2.6111 -0.0878 0.5383
H -2.4058 -1.4083 -0.5912
*
```

***

ii.
This record from the Open Molecules 2025 dataset describes the molecule C4H9NS. The level of theory is ωB97M-V/def2-TZVPD.

Calculated values
Kohn-Sham gap (alpha / beta): 0.205 / 0.276 Ha
M: 103.190 g/mol
lowest unoccupied orbital energy (alpha / beta): 0.846 / -1.390 eV

```
! RIJCOSX wB97M-V def2-TZVPD def2/J DEFGRID3
* xyz 0 3
S -0.3082 0.6753 -0.5359
N -1.7035 1.2885 0.2702
C 0.6482 0.1842 0.9859
C -1.1080 -1.7967 -1.4356
C -1.3008 -0.4814 -1.3460
C 2.0893 0.3557 0.4603
H 0.3111 -0.8722 1.2560
H 1.9694 1.4484 -0.0581
H -1.6025 -2.3925 -2.1256
H 2.2855 -0.3970 -0.3012
H -2.5993 1.1119 -0.1505
H 2.8498 0.2595 1.3213
H -0.5728 -2.4237 -0.6940
H 0.5479 0.7790 1.9023
H -1.5060 2.2610 0.4512
*
```

***

The structure with the least stability is ii.

***

i.
This record from the Open Molecules 2025 dataset describes the molecule C23H30N2O2. The level of theory is ωB97M-V/def2-TZVPD.

Calculated values
Kohn-Sham gap: 0.312 Ha
SMILES string: CCOc1cccc(CN2CCC[C@H](N3CCc4ccccc4C3)C2)c1O
M: 366.505 g/mol
lowest unoccupied orbital energy: 0.784 eV

```
! RIJCOSX wB97M-V def2-TZVPD def2/J DEFGRID3
* xyz 0 1
O -6.1249 -0.9301 0.1637
O -3.5864 -1.6293 0.3179
N 2.8816 -0.4183 0.2670
N -0.5920 1.0930 -0.1418
C -7.5019 -0.6249 0.1012
C -5.2235 -0.0091 -0.3225
C -2.8666 0.4207 -0.6797
C -3.2020 1.6548 -1.2257
C 3.0961 -1.2435 -0.9039
C 5.2211 0.2731 0.0493
C 7.5689 0.8168 0.1174
C -4.5186 2.0514 -1.3168
C -5.5375 1.2219 -0.8676
C -0.2040 0.5235 2.2638
C 5.5300 -0.9887 -0.4475
C 0.8233 0.9173 -0.3973
C -1.4269 -0.0112 -0.5854
C 1.4898 -0.1082 0.5486
C 7.8766 -0.4408 -0.3749
C 4.4295 -1.9673 -0.7368
C 6.8598 -1.3339 -0.6543
C 3.7930 0.7056 0.2510
C 1.2904 0.3711 1.9894
C -3.8806 -0.4125 -0.2257
C -8.2644 -1.8044 0.6842
C -0.8257 1.4795 1.2375
C 6.2487 1.1672 0.3258
H 0.9537 -1.0597 0.4423
H -4.7698 3.0117 -1.7406
H 3.5500 1.4240 -0.5578
H 8.9061 -0.7225 -0.5407
H 1.7741 1.3397 2.1325
H 7.0948 -2.3161 -1.0403
H -7.7106 0.2863 0.6786
H 6.0054 2.1489 0.7084
H -0.3935 2.4775 1.3708
H 1.2950 1.8965 -0.2622
H -7.8013 -0.4565 -0.9424
H -7.9654 -1.9688 1.7161
H -0.3664 0.9155 3.2694
H -0.6935 -0.4504 2.2021
H 8.3569 1.5216 0.3388
H -1.0841 -0.3026 -1.5841
H 3.7156 1.2376 1.2018
H -8.0523 -2.7045 0.1130
H 0.9540 0.6138 -1.4395
H -1.9045 1.5532 1.3901
H 3.1164 -0.6483 -1.8345
H -9.3314 -1.6053 0.6506
H 4.6629 -2.5476 -1.6321
H -4.4262 -2.0370 0.5714
H -6.5630 1.5457 -0.9477
H -1.3701 -0.8985 0.0602
H 2.2874 -1.9733 -0.9851
H 4.3476 -2.6621 0.1040
H -2.4038 2.2959 -1.5635
H 1.7447 -0.3422 2.6792
*
```

***

ii.
This record from the Open Molecules 2025 dataset describes the molecule C23H30N2O2. The level of theory is ωB97M-V/def2-TZVPD.

Calculated values
Kohn-Sham gap: 0.311 Ha
SMILES string: CC(=O)c1cc(-c2ccccc2)n(CCC(=O)NC2CCCCCC2)c1C
M: 366.505 g/mol
lowest unoccupied orbital energy: 0.600 eV

```
! RIJCOSX wB97M-V def2-TZVPD def2/J DEFGRID3
* xyz 0 1
O 4.5865 2.3311 2.1163
O -0.7505 -2.4760 -1.0349
N -0.7118 -0.5525 -2.2135
N 1.8337 -0.7481 1.0737
C 3.4296 2.2087 2.4770
C -2.5988 2.4833 -3.0775
C -1.4307 0.8323 -4.7023
C 2.9113 0.0660 1.2100
C -0.7213 -2.1840 2.2209
C 1.3606 -1.3514 -1.2607
C 2.5646 1.1202 2.0504
C 1.2026 0.9193 2.4010
C -0.1444 -1.5185 -1.4696
C -2.1056 -0.5767 -2.6025
C -3.1044 -1.9158 2.1478
C 1.7715 -1.8398 0.1374
C -1.9912 -2.7167 2.3345
C -2.2788 -0.2940 -4.1003
C -1.6727 -0.0389 1.7291
C -1.3702 2.1564 -3.9259
C -0.5457 -0.8412 1.8950
C -2.9671 0.3327 -1.7164
C 4.2144 -0.2087 0.5533
C 0.7768 -0.2311 1.7924
C 2.7946 3.2106 3.4175
C -2.9415 -0.5718 1.8583
C -2.5796 1.8079 -1.7058
H -1.2221 2.9579 -4.6536
H 4.6233 -1.1631 0.8880
H -3.5103 2.2170 -3.6137
H 0.6083 1.5304 3.0501
H 2.7497 -2.3233 0.1057
H -3.8072 0.0629 1.7297
H 2.4605 2.7076 4.3219
H -0.4941 2.1750 -3.2711
H -2.9064 -0.0500 -0.6957
H 1.0257 -2.5699 0.4589
H -4.0957 -2.3351 2.2352
H 3.5215 3.9765 3.6753
H 1.9333 3.6733 2.9412
H -1.5874 1.9235 -1.2623
H -2.6191 3.5644 -2.9189
H -1.8407 1.0285 -5.6958
H -2.0398 -1.2036 -4.6565
H -2.1125 -3.7620 2.5767
H -4.0034 0.2342 -2.0463
H 0.1381 -2.8094 2.4156
H 4.9093 0.5818 0.8212
H -3.2844 2.3269 -1.0514
H 4.1157 -0.2420 -0.5318
H 1.6648 -0.3143 -1.4082
H -3.3352 -0.0843 -4.2714
H 1.8482 -1.9671 -2.0199
H -1.5438 1.0072 1.4900
H -0.4104 0.4714 -4.8539
H -0.1722 0.2462 -2.5011
H -2.4376 -1.6042 -2.4082
*
```

***

The structure with the least stability is i.

***

i.
This record from the Open Molecules 2025 dataset describes the molecule C2H6OS2. The level of theory is ωB97M-V/def2-TZVPD.

Calculated values
Kohn-Sham gap: 0.298 Ha
M: 110.203 g/mol
lowest unoccupied orbital energy: 0.448 eV

```
! RIJCOSX wB97M-V def2-TZVPD def2/J DEFGRID3
* xyz 0 1
S -0.3377 2.5336 -0.1363
S -2.2052 0.8014 -0.5049
O 0.0318 -0.5214 -0.4765
C 0.8544 -1.4777 0.1953
C -1.1332 -0.2483 0.0944
H 1.1183 -1.1239 1.1972
H -1.3118 -0.8026 1.0222
H 0.2983 3.3003 -1.0328
H 1.7573 -1.5747 -0.4073
H 0.5796 1.5593 -0.2097
H 0.3482 -2.4460 0.2584
*
```

***

ii.
This record from the Open Molecules 2025 dataset describes a cluster of 2 separate species, C2H6OS2 in total. The level of theory is ωB97M-V/def2-TZVPD.

Calculated values
Kohn-Sham gap: 0.330 Ha
SMILES string: C=CO.SS
M: 110.203 g/mol
lowest unoccupied orbital energy: 0.485 eV

```
! RIJCOSX wB97M-V def2-TZVPD def2/J DEFGRID3
* xyz 0 1
S -2.1848 -1.3685 1.7098
S -2.9370 -0.3044 0.1020
O 1.2938 -0.3159 0.7915
C 1.3479 0.0552 -0.5332
C 0.5028 0.9375 -1.0390
H -0.9110 -1.4032 1.2972
H 2.2306 -0.3106 -1.0579
H -0.0731 1.5328 -0.3574
H 0.4801 1.0511 -2.1122
H -1.9428 0.5887 0.0775
H 2.1935 -0.4628 1.1217
*
```

***

iii.
This record from the Open Molecules 2025 dataset describes a cluster of 2 separate species, C2H6OS2 in total. The level of theory is ωB97M-V/def2-TZVPD.

Calculated values
Kohn-Sham gap: 0.337 Ha
SMILES string: C=O.CSS
M: 110.203 g/mol
lowest unoccupied orbital energy: 0.418 eV

```
! RIJCOSX wB97M-V def2-TZVPD def2/J DEFGRID3
* xyz 0 1
S 1.4851 0.7672 -0.3283
S -0.2561 0.3450 -1.4930
O -1.2504 0.1881 2.1350
C -0.6634 -0.7772 2.5216
C -0.6881 -1.3278 -0.8953
H 2.2027 -0.2351 -0.8729
H 0.0138 -2.0072 -1.3629
H -1.6398 -1.5087 -1.4062
H -1.0305 -1.1761 3.4737
H 0.2095 -1.1888 2.0174
H -0.8708 -1.2392 0.1603
*
```

***

The structure with the least stability is i.

***

i.
This record from the Open Molecules 2025 dataset describes a structure of composition C28H79FN22O15SSi2. The level of theory is ωB97M-V/def2-TZVPD.

Calculated values
Kohn-Sham gap: 0.340 Ha
M: 1071.316 g/mol
lowest unoccupied orbital energy: 0.207 eV

```
! RIJCOSX wB97M-V def2-TZVPD def2/J DEFGRID3
* xyz 0 1
S -0.9457 -1.6497 -5.3327
Si -1.1736 2.8955 -3.8920
Si -0.9818 0.0068 -3.8922
F -0.6542 2.6908 -2.2529
O 4.7895 0.5247 4.9059
O -6.4720 0.5488 2.2360
O 8.2468 -3.0645 3.9791
O -4.2868 -6.8489 -3.1866
O 5.0127 1.3281 -0.8912
O 1.8225 -0.8149 1.3612
O 5.6655 -7.4925 4.9091
O -10.4305 0.8756 2.8596
O 3.9601 -3.0164 -3.8401
O -1.2040 1.4454 -4.8423
O -5.1588 7.8559 -0.7166
O -0.3381 -4.5621 4.7680
O -2.2648 -0.3490 -2.7786
O 2.2459 8.2687 -5.8739
O -3.1631 -1.8755 5.8240
N -2.8587 -6.5714 -4.9169
N -0.2290 -2.5728 5.8321
N -5.9121 1.5876 0.3063
N 6.2533 0.7915 3.2047
N -4.1474 8.9314 0.9958
N -12.1499 2.0808 3.6956
N 5.2752 -4.3048 -2.5290
N -8.0832 1.5424 1.0009
N -0.0067 -2.1327 1.1805
N -3.9964 -3.7325 4.8400
N 7.8169 -7.0115 5.4154
N 6.3913 2.1107 5.0600
N 1.5581 -2.5596 2.7764
N -2.6956 -5.2484 -3.0686
N -12.2318 1.2942 1.5589
N 0.0664 -4.5046 6.9942
N -3.4088 6.8803 0.3296
N 8.9864 -0.9378 3.7849
N 6.4064 -5.3658 4.7155
N 10.3976 -2.5833 4.4851
N -5.2858 -1.8645 5.0459
N 3.9999 -5.2539 -4.1613
C -3.3424 -6.2613 -3.6906
C 4.0799 2.2352 -0.2398
C -0.1774 -3.9200 5.7984
C -4.2948 7.8866 0.1461
C -6.8020 1.1845 1.2465
C 1.1684 -1.7739 1.7486
C 2.1080 6.8151 -5.6442
C -11.5325 1.3840 2.7143
C -3.3485 3.9019 -2.2141
C 4.6600 0.5198 -3.3173
C 0.6602 -0.0862 -2.9229
C -4.6734 -0.8337 -2.4218
C 4.3843 -4.1199 -3.5302
C 9.1515 -2.2479 4.0767
C 3.2575 -0.1393 -2.8637
C 6.5696 -6.6755 5.0065
C 5.2034 1.6643 -2.2906
C -5.0424 -2.2512 -3.1033
C -3.5779 0.0316 -3.2863
C 3.1013 1.5028 0.8414
C -2.9677 3.6598 -3.7833
C -0.1333 4.1827 -4.8909
C 5.7477 1.1040 4.4226
C 1.0123 4.9261 -4.0212
C -4.0888 -2.4529 5.2727
C 1.0873 6.5195 -4.4205
C -3.7581 3.8853 -0.9514
C 1.9824 0.3246 -3.7923
H -3.0203 4.6957 -4.3020
H -3.4854 6.0817 -0.2847
H 5.8008 0.0459 2.6969
H 0.2869 3.6331 -5.8321
H -13.0544 2.5058 3.5963
H 2.2686 0.8951 0.2996
H -3.4442 8.9759 1.7113
H 4.6393 0.8553 -4.4183
H 4.7004 3.0108 0.3572
H -0.8510 5.0027 -5.2934
H -4.1629 -1.0348 -1.3903
H -5.7743 -2.1685 -4.0013
H -8.7793 1.2610 1.6786
H -2.0836 -6.1004 -5.3484
H -3.1180 -4.2065 4.9903
H 5.5864 -3.4833 -2.0336
H 9.7164 -0.2520 3.8584
H 0.0319 6.9178 -4.7102
H -0.1001 -2.0287 6.6660
H -3.0257 -4.9868 -2.1526
H 10.5615 -3.5517 4.7121
H 6.3552 1.7499 -2.4536
H 5.4920 -5.0748 4.4073
H 0.8072 4.8794 -2.8914
H -2.6919 6.8872 1.0330
H 2.4287 -2.3267 3.2289
H 7.1814 2.5998 4.6791
H 1.5191 7.0871 -3.4979
H -13.1379 1.7045 1.4198
H 11.1535 -1.9278 4.5715
H 2.5675 2.3053 1.4966
H 2.9397 0.1242 -1.7750
H 8.5727 -6.3559 5.5018
H 6.0452 2.3734 5.9698
H 3.3361 -5.1580 -4.9140
H 5.6355 -5.2025 -2.2590
H 3.1495 6.3591 -5.4537
H -3.3138 -7.3213 -5.4137
H -2.1212 -1.6045 -6.1047
H -4.7442 -4.2246 4.3849
H 2.0250 1.4411 -4.0707
H -11.6606 2.1703 4.5728
H -3.7490 1.1387 -2.9508
H 2.0261 4.4338 -4.2953
H -3.7452 2.9515 -4.2863
H 3.2973 -1.2943 -2.9477
H 2.1730 8.7444 -5.0074
H 1.0316 -3.3511 3.1072
H 0.6599 0.4754 -1.9138
H 3.6952 0.8446 1.5840
H 5.4528 -0.3383 -3.2646
H 3.3889 2.8139 -0.9568
H 0.1130 -5.5117 7.0122
H -11.8051 0.7819 0.8025
H -5.4998 -2.9223 -2.2645
H -4.2120 3.5363 0.0593
H 7.1384 -4.6792 4.7893
H 4.7521 2.6743 -2.6105
H -6.0576 -2.3216 4.5943
H -0.4089 -2.0981 4.9609
H -8.3726 2.0646 0.1933
H -1.9171 -4.7528 -3.4664
H -4.7889 9.7021 0.8915
H -4.0489 -2.7472 -3.4206
H -0.5588 -2.9157 1.4835
H -0.3345 -1.5718 0.4093
H 1.6387 6.4018 -6.6164
H 4.3364 -6.1693 -3.9217
H -6.1624 2.1107 -0.5143
H 8.0694 -0.6470 3.4762
H -5.6283 -0.2244 -2.1930
H 1.9525 -0.2878 -4.7878
H -5.3942 -0.9104 5.3531
H -3.7186 -0.1110 -4.4210
H 7.9805 -7.9799 5.6424
H 0.8170 -1.2143 -2.6523
H -4.9454 1.3399 0.4530
H 0.2008 -3.9950 7.8489
H 7.0410 1.2564 2.7893
*
```

***

ii.
This record from the Open Molecules 2025 dataset describes a structure of composition C28H79FN22O15SSi2. The level of theory is ωB97M-V/def2-TZVPD.

Calculated values
Kohn-Sham gap: 0.293 Ha
M: 1071.316 g/mol
lowest unoccupied orbital energy: 0.222 eV

```
! RIJCOSX wB97M-V def2-TZVPD def2/J DEFGRID3
* xyz 0 1
S 1.4119 -1.0444 -4.9937
Si 1.0153 -1.7751 -2.9920
Si 0.8282 -4.2865 -1.6770
F 0.1472 -3.4072 -0.5354
O 2.1055 -1.0321 -1.9839
O -3.7987 9.3258 -0.4363
O -7.2974 5.6250 0.6823
O -4.7014 2.3894 3.6215
O -1.4875 1.2273 0.1731
O 1.1688 -3.4440 -3.0672
O 5.2313 0.1885 3.7564
O 4.6678 4.1653 -5.1889
O 1.6354 5.5116 1.6277
O 8.9745 -0.0278 5.2716
O 3.7426 2.9785 3.9506
O -5.0301 -1.0956 -0.9728
O -2.9241 -9.4620 -1.7318
O 3.5981 -7.6670 3.5830
O -3.2229 1.1540 -5.2436
N 4.8899 3.9522 2.2554
N -9.5039 5.9068 1.1324
N -6.1970 1.5897 2.1143
N -4.9858 7.5667 0.3713
N 2.9243 2.8603 -4.5542
N 1.0885 4.3157 3.4717
N 5.7376 2.0942 3.3313
N 6.9259 -1.2704 3.3716
N -0.7821 3.3414 0.6508
N 2.1787 -7.9517 5.3295
N 10.9173 -0.9988 4.6165
N 1.8156 -6.2780 3.7808
N -4.4560 3.0163 -4.8614
N -6.0057 9.6000 0.0186
N 1.3419 6.5929 3.6097
N 3.5232 3.0153 -6.7754
N -8.4827 3.8701 1.4853
N -2.8645 2.9865 -6.5316
N 10.3622 -0.8699 6.8515
N -6.6105 1.4329 4.3836
N 4.8995 -1.5143 2.2906
N 0.5953 1.8714 -0.4428
C -0.2138 -5.7702 -2.1708
C -1.5140 -5.9524 -1.3379
C 4.7289 3.0046 3.2313
C -4.8532 8.8566 -0.0415
C 5.6609 -0.7966 3.1825
C -1.8524 -1.8141 -3.3121
C 4.9381 0.3005 -2.5995
C 2.4526 -4.9485 -0.9218
C -2.5921 -8.1309 -2.1045
C -5.2138 -1.9991 -2.0336
C 10.0156 -0.5949 5.5610
C 3.4177 -1.6117 -1.9269
C -0.6702 -1.1599 -2.5486
C -4.4437 -1.5512 -3.2869
C -0.6272 2.0944 0.1321
C 2.5725 -4.5101 0.4629
C -4.3436 -1.6991 0.1128
C -3.0732 -0.9399 -2.9739
C 1.3714 5.4729 2.8273
C -1.7718 -7.4410 -1.0215
C 3.7676 3.4009 -5.4835
C -3.4968 2.3080 -5.5268
C 2.5996 -7.3209 4.1874
C 2.7421 -4.0424 1.5701
C -5.7598 1.8433 3.3910
C -8.3575 5.1639 1.0748
C 4.3609 -0.5135 -1.4412
C -3.3033 -0.7942 0.7421
H 9.7205 -0.5856 7.5679
H 5.7359 -0.2055 -3.1331
H -2.3435 -5.5886 -1.9421
H -3.0459 -9.4937 -0.7802
H 1.3617 -7.6848 5.8434
H 1.5459 7.4686 3.1662
H 3.0125 -3.4142 2.3736
H -3.5058 -7.5739 -2.3219
H -9.3433 3.4723 1.8084
H -6.2773 -2.0169 -2.2891
H 5.2272 -2.3265 1.8029
H -0.4107 -5.6896 -3.2388
H -3.7038 0.1830 0.9848
H 4.1222 3.3912 -7.4855
H -2.9396 -0.0241 -3.5455
H 5.6439 1.3773 4.0260
H -4.1656 6.9918 0.3419
H -0.6957 -0.1066 -2.8501
H 1.1294 6.5794 4.5880
H -4.9365 2.5475 -4.1161
H 2.4609 -6.0363 -0.9187
H 3.0731 3.1187 -3.5972
H 2.1783 2.2272 -4.7775
H 0.9912 -5.9804 4.2658
H 0.8754 4.2623 4.4483
H 5.1468 -0.9012 -0.7942
H -0.8661 -1.1650 -1.4770
H 2.7886 2.3868 -7.0383
H -2.4368 -0.7118 0.1112
H -2.3656 -7.4878 -0.1046
H 3.9641 -1.1907 2.1261
H 2.6219 -1.5374 -5.3197
H 3.3964 -2.3671 -1.1398
H -1.9787 -8.2337 -2.9989
H 6.5481 2.0936 2.7437
H 5.2990 1.2432 -2.1939
H -10.3832 5.5479 1.4503
H 7.2855 -2.0800 2.9041
H -6.8822 9.2368 0.3382
H -5.5970 1.8732 1.3594
H 1.1038 3.4717 2.9299
H 4.1579 4.6335 2.1495
H 10.6927 -0.8085 3.6579
H -3.0726 3.9344 -6.7797
H -2.0111 -2.8655 -3.0554
H -7.4870 0.9790 4.2140
H -2.9736 -1.2238 1.6898
H -7.0657 1.1373 1.9012
H -0.8325 -7.9740 -0.9012
H 4.1141 0.5449 -3.2706
H 3.3106 -4.5975 -1.4877
H -2.1543 2.4939 -7.0391
H 2.7310 -8.7214 5.6564
H 3.7559 -2.0289 -2.8781
H -3.8231 -2.6224 -0.1512
H -5.0306 -0.7423 -3.7277
H 2.0939 -5.7911 2.9457
H 0.3966 -6.6644 -2.0424
H 0.7604 0.9628 -0.8353
H -6.3235 1.6018 5.3291
H 11.2108 -1.3332 7.1131
H 5.6856 3.9940 1.6489
H 1.3214 2.5621 -0.4853
H 11.7773 -1.4651 4.8318
H -1.6264 -1.7643 -4.3782
H -4.9411 -3.0271 -1.7813
H -2.9485 -0.6983 -1.9223
H -5.8508 7.1670 0.6965
H -4.6961 3.9651 -5.0748
H 7.5215 -0.7728 4.0188
H -1.6568 3.5557 1.0926
H -7.6571 3.2943 1.4567
H -1.4626 -5.4291 -0.3871
H -0.0617 4.0448 0.6181
H -9.4470 6.8623 0.8359
H -5.0892 -1.9496 0.8801
H 3.7530 0.1403 -0.8181
H -5.9499 10.5557 -0.2770
H -4.3941 -2.3284 -4.0492
*
```

***

The structure with the least stability is i.